A cluster of 3 separate species, C19H31N4OS in total in a non-equilibrium geometry. Source: the OMol25 dataset; level of theory: ωB97M-V with the def2-TZVPD basis set.

CARTESIAN COORDINATES (ANGSTROEM)
C (-1.05977, -4.54865, 2.96559)
C (-1.26783, -3.55386, 1.69818)
O (-0.71058, -2.25432, 2.03981)
C (0.74938, -2.27266, 1.92057)
C (1.16899, -0.70254, 1.88557)
N (1.51857, 0.10977, 3.03878)
C (1.75059, 1.42514, 2.42081)
C (2.13637, 2.79611, 3.20536)
C (0.70281, 3.56318, 3.43185)
C (0.63070, 4.98611, 2.65648)
S (0.87839, 4.86235, 0.81980)
C (1.52891, 1.32985, 0.90044)
N (1.15255, -0.06105, 0.60164)
C (0.79107, -0.66335, -0.71640)
C (1.40209, 0.10504, -1.99412)
H (-1.99342, -5.22817, 2.98398)
H (-0.08577, -5.14184, 2.83179)
H (-1.08077, -3.90284, 3.91093)
H (-0.87798, -3.98159, 0.70739)
H (-2.40693, -3.40094, 1.56618)
H (1.25289, -2.69905, 2.85937)
H (1.10531, -2.84722, 0.99934)
H (1.57037, -0.17741, 4.02528)
H (2.51355, 2.56838, 4.27570)
H (2.88611, 3.43107, 2.62238)
H (0.42553, 3.64273, 4.54957)
H (-0.13969, 2.91685, 2.96244)
H (-0.43250, 5.39512, 2.82140)
H (1.40878, 5.67639, 3.12985)
H (2.10758, 4.24798, 0.59767)
H (1.62328, 2.17332, 0.13992)
H (1.05823, -1.76938, -0.82547)
H (-0.36388, -0.58631, -0.79739)
H (2.49871, -0.18035, -2.14553)
H (1.28698, 1.24621, -1.82598)
H (0.74400, -0.19854, -2.89545)
N (-0.43945, -5.61573, -1.87794)
C (-0.40322, -6.91851, -2.30021)
C (-1.49429, -7.13281, -3.10626)
C (-2.21286, -5.91361, -3.17829)
C (-1.53777, -4.99453, -2.41343)
H (0.23574, -5.18218, -1.27000)
H (0.39280, -7.57867, -1.99012)
H (-1.74682, -8.06400, -3.59163)
H (-3.12321, -5.72890, -3.72957)
H (-1.74362, -3.95534, -2.20314)
N (-0.61529, 5.42505, -2.21575)
C (-1.87132, 5.96190, -2.31090)
C (-2.28561, 5.84307, -3.61546)
C (-1.24351, 5.20587, -4.33293)
C (-0.22677, 4.95711, -3.44322)
H (-0.06274, 5.38024, -1.37335)
H (-2.36011, 6.38242, -1.44487)
H (-3.23439, 6.17690, -4.00922)
H (-1.23786, 4.95621, -5.38391)
H (0.73765, 4.48999, -3.57753)

Gap between HOMO and LUMO = 6.6 eV
E_tot = -1434.60739 hartree
Net charge = +1
LUMO = -3.31 eV